No. 1
Entry from OMol25: a structure of composition C24H23BiBrN5O5S (ωB97M-V/def2-TZVPD).

Total energy (Ha): -4764.539641
LUMO energy (eV): -7.1
Highest occupied orbital energy (eV): -14.13
Gap between HOMO and LUMO (eV): 7.04
Charge: +2

Last column: Mulliken charge in e.
Element x y z (Å)
Bi1 0.090 -0.262 -0.294  1.356
Br1 -2.753 6.686 -1.182  -0.109
C1 -1.899 5.011 -1.336  -0.415
C2 -1.854 4.360 -2.579  -0.278
C3 -1.277 3.118 -2.697  -0.516
C4 -0.753 2.456 -1.579  0.859
O1 -0.290 1.222 -1.758  -0.950
C5 -0.734 3.137 -0.337  -0.088
C6 -0.030 2.673 0.799  0.118
N1 0.426 1.475 1.047  0.153
C7 1.239 1.227 2.188  -0.128
C8 1.193 1.945 3.359  -0.416
C9 2.088 1.663 4.406  -1.118
C10 3.035 0.685 4.281  -0.836
C11 3.106 -0.079 3.095  1.024
C12 4.062 -1.094 2.865  -0.498
C13 4.052 -1.793 1.685  -0.750
C14 3.065 -1.510 0.735  -0.048
N2 2.160 -0.565 0.923  -0.402
C15 2.176 0.175 2.063  0.822
C16 -1.312 4.430 -0.248  -0.785
H1 -2.275 4.843 -3.451  0.485
H2 -1.237 2.612 -3.653  0.475
H3 0.191 3.439 1.541  0.450
H4 0.463 2.731 3.498  0.505
H5 2.024 2.242 5.316  0.430
H6 3.726 0.476 5.087  0.449
H7 4.801 -1.312 3.626  0.484
H8 4.777 -2.568 1.486  0.416
H9 3.013 -2.067 -0.194  0.424
H10 -1.297 4.953 0.700  0.501
C17 -7.379 4.196 1.046  -1.087
C18 -8.106 3.102 1.813  -0.503
S1 -7.590 1.476 1.251  1.267
O2 -8.417 0.452 1.814  -0.648
O3 -7.354 1.495 -0.173  -0.651
C19 -5.918 1.246 1.972  -0.484
C20 -5.489 -0.124 1.454  -1.640
N3 -4.040 -0.327 1.531  0.390
C21 -3.178 0.017 0.563  0.845
N4 -1.924 -0.262 0.956  0.072
C22 -1.998 -0.834 2.199  -0.637
C23 -3.300 -0.850 2.572  -0.134
N5 -3.828 -1.341 3.831  0.972
O4 -3.070 -2.037 4.466  -0.560
O5 -4.927 -0.952 4.167  -0.530
C24 -3.589 0.609 -0.734  -1.649
H11 -7.780 5.174 1.310  0.381
H12 -7.509 4.050 -0.024  0.315
H13 -6.311 4.202 1.268  0.274
H14 -9.184 3.134 1.654  0.434
H15 -7.907 3.110 2.885  0.368
H16 -5.982 1.273 3.059  0.480
H17 -5.291 2.053 1.590  0.450
H18 -5.789 -0.212 0.411  0.446
H19 -5.998 -0.896 2.019  0.406
H20 -1.135 -1.150 2.763  0.633
H21 -4.497 0.135 -1.105  0.552
H22 -2.809 0.489 -1.480  0.366
H23 -3.809 1.674 -0.625  0.261


No. 2
Entry from OMol25: a cluster of 3 separate species, C4H15FNO6PS2 in total (ωB97M-V/def2-TZVPD).

Total energy (Ha): -1905.257717
LUMO energy (eV): 0.1
Highest occupied orbital energy (eV): -9.50
Gap between HOMO and LUMO (eV): 9.63
Structure (SMILES): O=S(=O)(F)NP(O)(O)=S.CCO.CCO

Last column: Mulliken charge in e.
Element x y z (Å)
O1 -3.309 4.954 0.415  -0.495
S1 -2.861 4.620 -0.882  1.139
O2 -2.474 5.611 -1.810  -0.539
F1 -3.953 3.746 -1.561  -0.197
N1 -1.666 3.467 -0.865  -0.279
P1 -1.757 2.055 0.117  0.606
O3 -3.292 1.661 -0.045  -0.498
O4 -0.955 0.994 -0.765  -0.379
S2 -1.099 2.228 1.887  -0.332
H1 -0.824 3.937 -0.531  0.320
H2 -3.449 0.735 0.193  0.339
H3 -1.538 0.450 -1.313  0.294
C1 0.814 -2.506 2.371  -1.119
C2 0.064 -1.241 2.007  -0.097
O5 -1.221 -1.527 1.439  -0.514
H4 0.942 -3.129 1.489  0.214
H5 1.798 -2.270 2.780  0.298
H6 0.264 -3.085 3.119  0.419
H7 0.605 -0.674 1.251  0.220
H8 -0.064 -0.597 2.882  0.293
H9 -1.721 -2.017 2.097  0.282
C3 3.037 -1.215 -2.126  -0.950
C4 3.111 -2.322 -1.091  -0.247
O6 1.821 -2.811 -0.734  -0.442
H10 2.427 -0.391 -1.756  0.199
H11 4.031 -0.836 -2.366  0.330
H12 2.580 -1.580 -3.049  0.319
H13 3.553 -1.952 -0.167  0.285
H14 3.733 -3.145 -1.457  0.280
H15 1.402 -3.160 -1.527  0.250


No. 3
Entry from OMol25: a cluster of 5 separate species, CH11O4S in total (ωB97M-V/def2-TZVPD).

Total energy (Ha): -743.859523
LUMO energy (eV): 2.9
Highest occupied orbital energy (eV): -3.08
Gap between HOMO and LUMO (eV): 5.97
Charge: -1
Relative energy (zero: lowest compared OMol25 entry of this formula, charge and spin) (kcal per mole): 33.97

Last column: Mulliken charge in e.
Element x y z (Å)
C1 2.337 2.946 -1.817  -0.833
S1 1.052 2.148 -0.755  -0.598
H1 3.405 2.899 -1.556  0.244
H2 2.289 2.661 -2.876  0.227
H3 1.995 4.094 -1.862  0.162
H4 1.416 -0.149 -1.767  0.211
H5 0.564 -1.113 -1.099  0.400
O1 1.495 -1.090 -1.465  -0.649
H6 -1.025 0.024 -1.117  0.315
H7 -0.830 0.870 0.112  0.251
O2 -1.125 -0.058 -0.136  -0.742
H8 -2.516 -1.242 3.967  0.335
H9 -2.123 -1.612 5.445  0.320
O3 -2.457 -2.005 4.592  -0.654
H10 -1.068 -3.479 0.133  0.313
H11 -1.537 -1.961 0.190  0.376
O4 -1.871 -2.934 0.011  -0.679


No. 4
Entry from OMol25: a structure of composition C16H23Br6F3NO7PS (ωB97M-V/def2-TZVPD).

Total energy (Ha): -17688.256338
LUMO energy (eV): 0.2
Highest occupied orbital energy (eV): -8.93
Gap between HOMO and LUMO (eV): 9.14

Last column: Mulliken charge in e.
Element x y z (Å)
O1 1.195 -2.466 1.511  -0.588
C1 1.132 -1.453 0.844  0.158
C2 -0.208 -0.792 0.564  -0.395
C3 -1.308 -1.777 0.894  -0.626
O2 -2.585 -1.134 0.568  -0.178
P1 -3.821 -1.718 1.310  0.666
O3 -3.774 -3.120 1.706  -0.657
O4 -4.078 -0.726 2.519  -0.494
O5 -5.103 -1.473 0.300  0.180
S1 -6.250 -2.588 0.356  1.128
O6 -5.909 -3.750 -0.380  -0.581
O7 -6.771 -2.752 1.669  -0.579
C4 -7.599 -1.763 -0.627  0.659
F1 -7.421 -2.003 -1.917  -0.219
F2 -7.638 -0.448 -0.427  -0.220
F3 -8.735 -2.311 -0.238  -0.199
N1 2.247 -0.796 0.294  0.165
C5 3.470 -1.550 0.291  0.097
C6 4.104 -1.904 1.470  -0.199
C7 5.265 -2.651 1.449  -0.776
C8 5.822 -3.034 0.238  -0.502
C9 5.209 -2.661 -0.943  -0.716
C10 4.037 -1.925 -0.922  -0.450
H1 -0.247 -0.468 -0.477  0.362
H2 -0.272 0.075 1.225  0.202
H3 -1.215 -2.693 0.319  0.267
H4 -1.282 -1.996 1.958  0.410
H5 -4.399 -1.263 3.258  0.377
H6 2.013 -0.650 -0.686  0.427
H7 3.649 -1.579 2.394  0.375
H8 5.726 -2.937 2.384  0.383
H9 6.731 -3.619 0.210  0.397
H10 5.635 -2.939 -1.898  0.392
H11 3.550 -1.655 -1.848  0.574
Br1 -3.717 1.350 -2.029  -0.124
C11 -5.309 1.586 -0.949  0.107
C12 -6.272 2.560 -1.572  -0.614
Br2 -5.686 4.402 -1.351  -0.161
H12 -4.978 1.899 0.036  0.434
H13 -5.755 0.607 -0.887  -0.434
H14 -7.239 2.504 -1.077  0.361
H15 -6.398 2.397 -2.638  0.424
Br3 4.393 0.869 -1.437  0.125
C13 5.169 2.205 -2.625  -0.696
C14 4.295 3.426 -2.744  -0.341
Br4 2.752 3.094 -3.877  -0.125
H16 5.335 1.714 -3.579  0.390
H17 6.128 2.464 -2.180  0.356
H18 4.835 4.240 -3.222  0.375
H19 3.909 3.759 -1.784  0.086
Br5 3.164 1.347 3.077  -0.138
C15 3.977 2.658 1.899  0.034
C16 3.122 3.885 1.741  -0.663
Br6 1.616 3.556 0.551  -0.140
H20 4.163 2.157 0.956  -0.293
H21 4.925 2.913 2.369  0.416
H22 3.689 4.685 1.271  0.345
H23 2.711 4.237 2.682  0.433


No. 5
Entry from OMol25: a structure of composition C5H21FeN2O7 (ωB97M-V/def2-TZVPD).

Total energy (Ha): -2102.823684
LUMO energy (alpha / beta) (eV): -3.2 / -3.2
Spin multiplicity: 5
Highest occupied orbital energy (alpha / beta) (eV): -10.66 / -10.70
Gap between HOMO and LUMO (alpha / beta) (eV): 7.45 / 7.50
Charge: +1

Last column: Mulliken charge in e.
Element x y z (Å)
Fe1 -27.722 4.954 5.437  1.141
C1 -26.564 3.937 9.037  -0.800
C2 -26.284 3.243 7.704  -0.401
O1 -27.227 3.553 6.743  -0.661
H1 -27.568 3.671 9.376  0.190
H2 -26.478 5.025 9.005  0.021
H3 -25.876 3.546 9.791  0.419
H4 -26.264 2.161 7.883  0.305
H5 -25.248 3.497 7.419  0.241
C3 -30.158 4.925 7.484  -0.242
C4 -31.331 5.907 7.681  -0.323
O2 -31.889 5.704 8.976  -0.530
O3 -29.766 4.727 6.137  -0.286
H6 -30.363 3.977 7.987  0.380
H7 -29.365 5.331 8.122  -0.017
H8 -32.092 5.552 6.964  0.256
H9 -31.114 6.965 7.527  0.266
H10 -31.722 6.497 9.492  0.337
H11 -30.556 4.329 5.746  0.288
C5 -27.013 7.429 7.402  0.509
O4 -27.582 6.588 6.672  -0.190
N1 -25.748 7.878 7.135  -0.379
N2 -27.702 8.101 8.333  -0.376
H12 -25.402 8.714 7.567  0.182
H13 -25.260 7.495 6.355  0.136
H14 -28.658 7.847 8.495  0.176
H15 -27.345 8.894 8.834  0.181
O5 -28.118 3.768 3.665  -0.471
H16 -28.751 3.894 2.945  0.268
H17 -27.466 3.145 3.316  0.282
O6 -28.400 6.605 4.135  -0.477
H18 -28.772 7.495 4.165  0.266
H19 -28.546 6.302 3.229  0.278
O7 -25.714 5.097 4.820  -0.461
H20 -25.417 4.447 4.170  0.253
H21 -24.912 5.555 5.093  0.241


No. 6
Entry from OMol25: the molecule C22H36O5 (ωB97M-V/def2-TZVPD).

Total energy (Ha): -1236.095583
LUMO energy (eV): 0.6
Highest occupied orbital energy (eV): -9.42
Gap between HOMO and LUMO (eV): 10.05
Structure (SMILES): CCCC[C@H](C)C[C@H](O)/C=C/[C@H]1[C@H](O)CC(=O)[C@@H]1CCCC/C=C/C(=O)O

Last column: Mulliken charge in e.
Element x y z (Å)
C1 5.763 4.418 2.794  -1.265
H1 5.966 5.486 2.750  0.403
C2 5.369 3.899 1.416  -0.455
C3 5.210 2.378 1.367  -0.769
C4 4.118 1.814 2.279  -1.204
H2 4.372 2.041 3.316  0.569
H3 4.119 0.725 2.187  0.328
C5 2.701 2.337 2.016  0.801
C6 1.730 1.695 3.006  -1.863
H4 1.716 0.614 2.891  0.261
H5 0.721 2.071 2.850  0.363
H6 2.026 1.926 4.027  0.565
C7 2.234 2.163 0.564  -1.211
H7 1.211 2.539 0.480  0.521
H8 2.862 2.780 -0.082  0.443
C8 2.283 0.739 -0.007  0.261
C9 1.209 -0.180 0.530  -1.518
C10 -0.093 0.062 0.486  -0.152
C11 -1.125 -0.897 0.988  0.792
C12 -2.328 -1.028 0.031  0.533
C13 -3.519 -0.422 0.756  0.084
O1 -4.669 -0.497 0.417  -0.598
C14 -3.005 0.300 1.982  -0.889
H9 -2.799 1.334 1.701  0.296
C15 -1.713 -0.429 2.351  -0.351
O2 -1.947 -1.505 3.222  -0.586
H10 -2.616 -2.082 2.834  0.414
H11 -1.007 0.210 2.887  0.270
H12 -3.734 0.303 2.792  0.401
C16 -2.555 -2.467 -0.447  -0.786
C17 -3.726 -2.613 -1.427  -0.744
H13 -3.903 -1.662 -1.929  0.373
C18 -3.476 -3.694 -2.484  -1.020
H14 -2.863 -4.491 -2.058  0.381
H15 -4.425 -4.135 -2.792  0.360
C19 -2.793 -3.130 -3.745  -0.838
C20 -1.535 -2.415 -3.404  -0.151
C21 -1.426 -1.087 -3.377  -0.197
C22 -0.244 -0.379 -2.871  0.558
O3 -0.259 0.811 -2.613  -0.736
O4 0.819 -1.143 -2.662  -0.505
H16 1.542 -0.594 -2.251  0.456
H17 -2.248 -0.443 -3.656  0.327
H18 -0.686 -3.021 -3.118  0.460
H19 -2.576 -3.957 -4.424  0.389
H20 -3.484 -2.445 -4.240  0.305
H21 -4.633 -2.847 -0.870  0.596
H22 -2.717 -3.119 0.416  0.337
H23 -1.633 -2.791 -0.932  0.328
H24 -2.165 -0.410 -0.861  -0.052
H25 -0.650 -1.869 1.149  0.714
H26 -0.474 0.994 0.089  0.290
H27 1.556 -1.128 0.921  0.343
O5 2.219 0.797 -1.429  -0.858
H28 1.401 1.264 -1.690  0.437
H29 3.263 0.296 0.191  0.342
H30 2.696 3.415 2.210  0.430
H31 5.013 2.081 0.335  0.263
H32 6.159 1.922 1.659  0.503
H33 6.144 4.181 0.699  0.461
H34 4.443 4.381 1.099  0.212
H35 4.968 4.256 3.517  0.280
H36 6.660 3.914 3.148  0.297